51
Properties=species:S:1:pos:R:3:lowdin_charge:R:1 method="wB97M-V/def2-TZVPD" max_force_ha_per_bohr=0.058 relative_energy_kj_mol=427.1 spin_multiplicity=1 smiles=CO.CO.CO.CO.CO.CO.O.O.O.O.O e_tot_ha=-1076.53313
C 1.49246 -1.63496 3.99077 -0.129
O 0.83055 -2.48070 3.05360 -0.154
H 2.41211 -2.07776 4.30044 0.067
H 1.71052 -0.58998 3.71057 0.087
H 0.79179 -1.69135 4.84261 0.087
H 1.45179 -3.10332 2.60171 0.095
C 3.97283 -3.05112 -0.12965 -0.148
O 3.51718 -2.57406 1.11624 -0.119
H 4.21101 -2.22834 -0.81136 0.092
H 4.81130 -3.76621 0.03490 0.089
H 3.22009 -3.68380 -0.55817 0.066
H 3.69813 -1.67342 1.15163 0.000
C -4.44214 1.31331 -3.43123 -0.059
O -3.52212 1.48978 -2.25880 -0.171
H -5.44241 1.62952 -3.11616 0.083
H -4.08836 1.90874 -4.22796 0.058
H -4.43536 0.25333 -3.72604 0.074
H -2.62744 1.16217 -2.37668 0.037
C 3.76606 1.16976 0.21089 -0.121
O 3.05304 0.10185 0.81608 -0.158
H 4.69621 1.22596 0.70781 0.064
H 3.87768 0.94312 -0.84827 0.083
H 3.21104 2.13143 0.36420 0.090
H 2.29092 -0.13377 0.23667 0.063
C -2.38665 -1.96921 1.01097 -0.114
O -0.95970 -1.96571 0.96381 -0.170
H -2.76919 -1.45727 1.85770 0.064
H -2.66015 -1.25843 0.15322 0.099
H -2.82370 -2.99805 0.82470 0.101
H -0.62572 -2.43858 1.72139 0.045
C -1.19147 -1.10631 -3.28050 -0.113
O -0.73271 0.25329 -3.05054 -0.120
H -0.43024 -1.60903 -3.84537 0.072
H -1.39665 -1.69171 -2.35583 0.087
H -2.07142 -1.02830 -3.87093 0.057
H -0.10586 0.19575 -2.34132 0.049
O 0.62452 3.91112 0.32634 -0.071
H 0.44475 3.82740 -0.63078 0.062
H 0.23050 3.19753 0.83584 0.001
O 1.05812 -1.64740 -0.67515 -0.044
H 1.56783 -2.12602 -0.01567 0.012
H 0.32198 -1.27066 -0.20541 -0.014
O -0.32908 1.15540 1.11380 -0.034
H -0.21517 0.20783 1.08885 -0.001
H -1.18468 1.26768 0.74195 -0.019
O -1.96526 5.07781 1.27650 -0.058
H -1.88545 5.26332 2.21482 0.049
H -1.02579 5.17715 1.04169 0.029
O -2.35536 2.58550 -0.09799 -0.096
H -2.52122 3.46913 0.29694 0.020
H -3.06911 2.33756 -0.75283 0.031



53
Properties=species:S:1:pos:R:3:lowdin_spin:R:1 method="wB97M-V/def2-TZVPD" max_force_ha_per_bohr=0.253 total_charge=+2 relative_energy_kj_mol=365.8 s2=0.77 spin_multiplicity=2 e_tot_ha=-1110.68122
C 1.68360 -1.04610 -2.58637 0.002
C 0.97205 0.07831 -1.99175 0.002
C 1.77343 1.01093 -1.13111 0.027
C 1.61567 2.41635 -1.56147 0.099
C 1.84055 2.86001 -2.77876 0.321
C 1.71782 4.58563 -0.43547 0.051
N 1.31882 3.16535 -0.33892 0.407
N -0.02282 -0.41493 -1.08949 0.002
H 2.53481 -0.54224 -3.10257 0.000
H 2.00929 -1.83569 -1.90923 0.000
H 1.28753 -1.62304 -3.44434 0.001
H 0.63613 0.57404 -2.86645 0.002
H 1.69629 0.88553 -0.06101 0.007
H 2.87706 0.78546 -0.80490 0.008
H 1.61285 3.95252 -3.08748 0.008
H 2.01989 2.12146 -3.59671 0.010
H 1.01911 5.29855 -0.01104 0.000
H 1.57541 5.07144 -1.39328 0.026
H 2.81518 4.67048 -0.27410 0.012
H 0.36872 3.12359 -0.00395 0.014
H 0.39347 -0.76514 -0.32543 0.000
H -0.59523 -1.09760 -1.59976 0.000
H -0.58934 0.42334 -0.81119 0.000
H 4.10513 0.82144 3.56279 0.000
H 3.18461 0.95438 2.14454 0.000
O 3.62288 0.45873 2.83856 0.000
H -2.42951 -2.09269 -0.19205 0.000
H -1.31083 -2.83137 0.61661 0.000
O -1.43218 -2.09042 -0.03580 0.000
H -2.86754 -0.23966 2.25604 0.000
H -3.87325 -0.01680 3.41205 0.000
O -3.67500 -0.24531 2.46200 0.000
H -3.12387 0.43559 -1.21539 0.000
H -2.92287 1.25910 -0.00103 0.000
O -2.48307 0.88917 -0.67202 0.000
H -4.70782 -2.23185 0.83219 0.000
H -4.51165 -0.66777 0.72563 0.000
O -4.41267 -1.46908 0.14829 0.000
H -0.64507 1.16333 3.68601 0.000
H 0.47672 0.05525 3.82178 0.000
O -0.04909 0.40470 3.27454 0.000
H 1.70463 -1.65206 3.46108 0.000
H 0.77889 -1.55411 2.24483 0.000
O 0.99618 -2.12074 3.06973 0.000
H 0.55789 -2.59016 0.51989 0.000
H 2.17324 -2.28755 0.86721 0.000
O 1.32201 -1.96995 0.58023 0.000
H 0.15543 -5.13246 1.90904 0.000
H -0.81851 -5.39593 0.74838 0.000
O -0.14315 -4.65172 1.03503 0.000
H -2.82678 0.73642 -4.21461 0.000
H -2.17662 1.67968 -3.43553 0.000
O -2.15518 0.77722 -3.39424 0.000